[1]
C17H39OP3RuS | ωB97M-V with the def2-TZVPD basis set

Results
* charge: +4
* LUMO level (spin up / spin down): -13.58 / -16.74 eV
* spin multiplicity: 5
* <S²>: 6.042
* ΔE to the lowest compared entry with this formula, charge and spin: 2.289 eV

XYZ file:
```
62
Properties=species:S:1:pos:R:3:nbo_charge:R:1
Ru -0.11 -0.10 0.22 -0.005
P 0.77 0.41 2.25 1.107
P 1.83 -0.57 -0.63 1.310
P -0.88 -2.13 0.65 1.211
H 0.98 4.57 0.70 0.289
C 0.89 3.73 -0.02 -0.759
C -0.25 2.82 0.23 -0.251
H -0.74 2.78 1.23 0.204
C 1.72 1.94 2.55 -0.943
C 1.91 -0.83 2.99 -0.941
C -0.66 0.60 3.36 -0.956
C 1.83 -0.16 -2.37 -0.970
C 3.39 0.15 -0.04 -0.996
C 2.30 -2.34 -0.43 -0.948
C -2.57 -1.75 1.18 -0.978
C -0.28 -3.19 2.01 -0.953
C -1.12 -3.41 -0.65 -0.963
H 0.85 4.15 -1.04 0.272
H -0.87 2.49 -0.63 0.185
H 1.24 2.81 2.08 0.261
H 2.75 1.89 2.16 0.275
H 1.73 2.12 3.63 0.293
H 2.90 -0.82 2.51 0.262
H 1.54 -1.86 2.92 0.255
H 2.05 -0.59 4.05 0.301
H -1.45 1.20 2.90 0.257
H -0.32 1.11 4.27 0.307
H -1.09 -0.38 3.62 0.267
H 2.44 -0.89 -2.92 0.308
H 2.24 0.84 -2.50 0.291
H 0.81 -0.19 -2.78 0.244
H 4.20 -0.36 -0.58 0.301
H 3.55 -0.02 1.03 0.252
H 3.45 1.23 -0.25 0.312
H 3.22 -2.49 -1.01 0.301
H 1.52 -3.02 -0.80 0.248
H 2.51 -2.55 0.63 0.266
H -3.28 -2.20 0.48 0.289
H -2.73 -0.66 1.21 0.234
H -2.72 -2.17 2.18 0.304
H -0.85 -4.13 1.95 0.296
H -0.48 -2.73 2.99 0.265
H 0.78 -3.44 1.92 0.268
H -2.10 -3.33 -1.13 0.269
H -1.08 -4.39 -0.15 0.296
H -0.36 -3.42 -1.45 0.265
C -2.55 0.09 -2.43 -0.312
C -2.79 -0.36 -3.76 0.034
C -3.93 0.05 -4.42 0.012
C -4.84 0.92 -3.78 -0.174
C -4.55 1.43 -2.50 0.002
C -3.41 1.01 -1.80 0.016
S -1.19 -0.62 -1.70 0.276
H 1.80 3.12 0.02 0.300
H -2.06 -1.02 -4.21 0.269
H -4.11 -0.33 -5.43 0.296
H -5.74 1.23 -4.30 0.306
H -5.22 2.15 -2.04 0.291
H -3.16 1.37 -0.81 0.243
O 3.81 3.15 -0.35 -0.984
H 3.98 3.60 -1.20 0.509
H 4.51 3.48 0.24 0.515
```



[2]
C27H29IrN5O4S | ωB97M-V with the def2-TZVPD basis set

Results
* charge: +2
* LUMO level (spin up / spin down): -5.95 / -7.30 eV
* spin multiplicity: 2
* <S²>: 0.779
* ΔE to the lowest compared entry with this formula, charge and spin: 1.672 eV

XYZ file:
```
67
Properties=species:S:1:pos:R:3:nbo_charge:R:1
Ir 0.54 0.15 0.26 1.208
O -0.66 -0.64 1.67 -0.722
C -1.42 -1.68 1.89 0.506
C -1.30 -2.23 3.19 -0.303
C -2.09 -3.27 3.61 -0.106
C -3.05 -3.86 2.76 -0.235
C -3.20 -3.35 1.50 -0.125
C -2.41 -2.27 1.02 -0.206
C -2.69 -1.79 -0.26 0.146
N -1.94 -0.83 -0.76 -0.288
N -2.31 -0.29 -1.88 -0.296
C -1.37 0.62 -2.27 0.637
O -0.38 0.95 -1.55 -0.696
C -1.56 1.24 -3.58 -0.123
C -2.54 0.74 -4.44 -0.142
C -2.72 1.32 -5.69 -0.210
C -1.93 2.39 -6.08 -0.141
C -0.96 2.89 -5.23 -0.213
C -0.77 2.32 -3.99 -0.174
H -0.57 -1.79 3.85 0.221
H -1.96 -3.66 4.61 0.234
H -3.66 -4.68 3.11 0.242
H -3.94 -3.77 0.83 0.229
H -3.50 -2.21 -0.85 0.209
H -3.16 -0.08 -4.12 0.244
H -3.48 0.93 -6.36 0.237
H -2.08 2.84 -7.05 0.236
H -0.35 3.73 -5.53 0.231
H -0.01 2.71 -3.32 0.199
C 2.26 -4.43 -1.64 -0.417
N 2.89 -3.57 -0.64 -0.318
C 4.08 -3.84 0.02 -0.016
C 4.30 -2.82 0.86 -0.070
N 3.24 -1.91 0.72 -0.369
C 2.37 -2.42 -0.21 0.265
S 0.90 -1.84 -0.82 0.060
C 3.11 -0.78 1.58 0.406
C 4.22 -0.41 2.33 -0.253
C 4.05 0.46 3.39 -0.101
C 2.78 0.92 3.70 -0.235
C 1.76 0.59 2.84 0.059
N 1.92 -0.19 1.75 -0.424
H 2.92 -5.28 -1.83 0.243
H 2.11 -3.88 -2.56 0.237
H 1.30 -4.79 -1.26 0.239
H 4.65 -4.73 -0.16 0.263
H 5.09 -2.69 1.58 0.254
H 5.19 -0.81 2.11 0.247
H 4.91 0.75 3.99 0.256
H 2.58 1.54 4.56 0.259
H 0.75 0.97 2.98 0.255
C -1.19 2.70 0.76 -0.254
O 0.10 2.12 1.04 -0.555
C 1.23 2.96 0.73 -0.101
C 1.75 2.65 -0.66 -0.103
O 2.12 1.25 -0.68 -0.537
C 2.64 0.87 -1.98 -0.249
H -1.30 3.60 1.37 0.210
H -1.93 1.96 1.05 0.228
H -1.29 2.94 -0.30 0.201
H 2.00 2.73 1.47 0.212
H 0.96 4.01 0.83 0.234
H 2.63 3.25 -0.88 0.225
H 0.98 2.82 -1.42 0.220
H 3.46 1.54 -2.22 0.208
H 1.85 0.95 -2.73 0.215
H 2.99 -0.15 -1.91 0.206
```



[3]
H16O8V | ωB97M-V with the def2-TZVPD basis set

Results
* charge: +2
* LUMO level (spin up / spin down): -6.74 / -6.75 eV
* spin multiplicity: 4
* <S²>: 3.752
* ΔE to the lowest compared entry with this formula, charge and spin: 0.670 eV

XYZ file:
```
25
Properties=species:S:1:pos:R:3:nbo_charge:R:1
V -0.09 -0.10 0.14 1.385
O 1.69 1.34 0.32 -0.914
H 2.56 1.03 0.63 0.496
H 1.94 1.59 -0.58 0.499
O 0.03 -1.52 1.85 -0.944
H -0.72 -1.65 2.45 0.520
H 0.80 -1.90 2.23 0.520
O -1.19 1.74 -0.72 -0.938
H -1.26 2.62 -0.35 0.508
H -1.25 2.02 -1.65 0.509
O 0.71 0.36 -2.31 -0.951
H 0.98 1.27 -2.52 0.496
H 1.40 -0.29 -2.55 0.505
O 1.92 -1.42 -0.34 -0.929
H 2.68 -0.80 -0.15 0.481
H 2.21 -1.86 -1.13 0.507
O -0.45 1.21 1.94 -0.935
H -0.91 1.96 2.29 0.513
H 0.33 1.33 2.54 0.505
O -0.82 -1.75 -1.28 -0.934
H -1.22 -1.92 -2.11 0.512
H -1.14 -2.56 -0.87 0.508
O -2.36 -0.39 0.67 -0.950
H -2.85 -0.29 1.52 0.515
H -2.97 -0.03 0.00 0.514
```